# 1
{"formula": "C14H16O", "method": "the ωB97M-V functional and the def2-TZVPD basis", "elements": ["C", "C", "C", "C", "C", "C", "C", "H", "H", "H", "H", "H", "H", "H", "H", "C", "C", "C", "C", "C", "C", "C", "O", "H", "H", "H", "H", "H", "H", "H", "H"], "xyz": [[-3.57382, 1.29146, 0.76696], [-3.87697, -1.12495, 1.34718], [-3.14606, -0.15359, 0.58893], [-3.80724, -2.45131, 1.01930], [-2.80677, -2.89416, 0.14006], [-2.18397, -0.57329, -0.29374], [-2.01697, -1.95980, -0.50141], [-4.42435, -0.75736, 2.19959], [-4.37518, -3.24150, 1.51390], [-2.75010, 1.90771, 0.39921], [-3.71184, 1.68615, 1.76584], [-2.43866, -3.87728, -0.11692], [-1.65159, 0.23102, -0.78675], [-1.15489, -2.33345, -1.04138], [-4.56345, 1.28619, 0.30290], [4.29124, 0.78861, -2.48817], [1.58396, -0.21274, -0.04098], [1.76111, 0.75401, 0.92781], [2.53456, -0.24796, -1.08675], [3.50003, 0.73100, -1.20409], [2.80280, 1.69977, 0.86145], [3.67573, 1.69805, -0.21121], [0.88119, 0.74784, 1.98136], [0.95388, -1.06800, 0.19630], [2.37929, -1.02875, -1.80826], [2.78466, 2.48102, 1.63145], [1.26591, 1.30831, 2.64892], [5.18217, 0.14166, -2.38904], [4.74718, 1.81022, -2.52145], [4.33864, 2.54237, -0.34647], [3.79948, 0.81876, -3.45453]], "forces_ev_per_angstrom": [[0.8, -0.6, -0.1], [0.6, 0.8, -0.9], [-1.1, -0.7, 2.0], [0.7, -1.6, 0.4], [0.7, 1.1, -1.0], [-0.5, -0.2, -0.1], [0.7, 0.9, 0.4], [-0.6, -0.1, -0.1], [-0.1, 0.5, 0.2], [-0.7, 0.4, -0.8], [-0.1, -0.6, 0.6], [-1.0, -0.6, 0.6], [0.4, -0.4, -0.3], [-0.1, 0.2, -0.4], [0.3, 1.0, -0.5], [2.0, 1.9, 0.8], [1.7, -0.5, 0.1], [0.1, 0.2, 0.2], [-1.7, 0.2, 1.2], [0.0, 0.0, -1.3], [-1.0, -0.1, 0.3], [-1.0, -0.1, -0.1], [0.1, -0.1, -0.3], [-0.3, 0.4, -0.4], [0.4, -0.1, -0.5], [0.4, -0.2, -0.3], [-0.1, 0.3, 0.6], [-0.6, -0.1, -0.7], [-0.1, -0.6, 0.2], [0.3, -0.2, 0.0], [-0.5, -1.0, 0.1]], "orbital_gap_ev": 9.21, "lumo_ev": 0.807, "mol_weight_g_mol": 200.28, "de_lowest_kj_mol": 127.0, "largest_force_ev_per_a": 2.94, "homo_ev": -8.41, "smiles": "Cc1ccc(O)cc1.Cc1ccccc1", "spin_multiplicity": 1}

---

# 2
{"formula": "C4H8N2O", "method": "the ωB97M-V functional and the def2-TZVPD basis", "elements": ["C", "C", "C", "C", "N", "N", "O", "H", "H", "H", "H", "H", "H", "H", "H"], "xyz": [[-0.46252, 0.22105, 1.88623], [-1.49840, 0.77890, 1.31877], [0.88846, 0.00908, 1.17125], [0.24254, -0.28900, -2.34888], [0.69986, 0.35810, -0.13112], [0.59107, -0.59070, -0.96989], [-1.54283, 0.98544, 0.06095], [-0.23286, 0.12195, 2.98924], [-2.44235, 0.96039, 1.91810], [1.52853, 0.72744, 1.88272], [1.36316, -1.02134, 1.25904], [-0.77674, -0.52931, -2.82880], [0.54485, 0.71777, -2.55862], [0.95376, -0.89258, -2.99190], [0.14346, -1.55719, -0.65709]], "forces_ev_per_angstrom": [[6.0, -2.5, 3.8], [-4.9, 1.4, -2.6], [-0.4, -0.1, 2.8], [0.8, -1.3, -2.0], [2.1, 3.3, -0.6], [-2.1, -4.9, -1.4], [-1.0, 0.1, 1.2], [-1.4, 0.1, -1.1], [1.0, 0.2, -0.4], [-0.7, -1.1, -2.0], [-0.7, 0.8, 0.4], [1.1, 0.5, 1.6], [-0.3, 0.7, 0.1], [-0.7, 0.4, 0.6], [1.1, 2.3, -0.4]], "orbital_gap_ev": [7.51, 7.64], "lumo_ev": [0.937, -1.398], "mol_weight_g_mol": 100.12, "de_lowest_kj_mol": 98.0, "largest_force_ev_per_a": 7.54, "homo_ev": [-6.57, -9.04], "spin_multiplicity": 3}

---

# 3
{"formula": "C5H8O2", "method": "the ωB97M-V functional and the def2-TZVPD basis", "elements": ["O", "C", "C", "C", "C", "C", "O", "H", "H", "H", "H", "H", "H", "H", "H"], "xyz": [[1.84311, -0.62185, -0.95648], [1.13626, -0.34124, 0.22511], [0.60413, 1.13818, 0.20015], [-0.84156, 1.22008, -0.24284], [-1.80290, 0.37251, 0.12260], [0.03416, -1.39679, 0.36456], [-0.32089, -2.04892, -0.59172], [1.27060, -1.22338, -1.46534], [1.79921, -0.47233, 1.09583], [0.82613, 1.65737, 1.13867], [1.22717, 1.62292, -0.56233], [-1.04725, 1.82929, -1.12192], [-1.78711, -0.26027, 0.99554], [-2.57588, 0.10895, -0.58499], [-0.36519, -1.58453, 1.38316]], "forces_ev_per_angstrom": [[-0.1, 0.0, -0.1], [-0.2, 0.1, 0.2], [0.0, 0.0, 0.2], [0.0, -0.6, -0.4], [0.0, 0.3, -0.4], [0.2, -0.2, -0.3], [0.3, 0.0, 0.6], [0.1, 0.1, 0.0], [0.0, 0.1, -0.3], [-0.2, -0.2, 0.0], [-0.1, -0.1, 0.2], [0.2, -0.1, 0.0], [0.2, 0.1, 0.1], [-0.6, 0.6, 0.2], [0.1, 0.0, -0.3]], "orbital_gap_ev": 10.37, "lumo_ev": 0.726, "mol_weight_g_mol": 100.12, "de_lowest_kj_mol": 205.0, "largest_force_ev_per_a": 0.93, "homo_ev": -9.65, "smiles": "C=CC[C@H](O)C=O", "spin_multiplicity": 1}